Record 1
Computed, not measured: C46H42BN10SbSe4W as an isolated structure in a non-equilibrium geometry, with ωB97M-V/def2-TZVPD.

The geometry in XYZ format:
```
105
Properties=species:S:1:pos:R:3:lowdin_spin:R:1
W 0.42080 -0.84082 -0.11708 0.7431
C 5.32322 -1.83969 0.59231 0.0000
C 4.36455 -0.72072 0.35457 0.0006
C 4.59341 0.58731 -0.04426 0.0004
C 3.32959 1.17238 -0.15024 0.0042
N 2.39177 0.29510 0.20326 0.0219
N 3.04236 -0.86188 0.49681 0.0047
B 2.07012 -2.05826 0.72425 0.0060
N 1.33347 -1.85234 2.10200 0.0043
N 0.23310 -1.02278 2.03080 0.0011
C -0.46840 -1.22137 3.15381 0.0016
C 0.16368 -2.17891 3.93609 0.0041
C 1.29735 -2.55699 3.23398 0.0029
C 2.32534 -3.58743 3.55670 0.0002
C -1.73871 -0.53021 3.47492 0.0000
C -2.73213 -1.23718 4.14805 0.0003
C -3.96196 -0.64907 4.41207 -0.0001
C -4.20798 0.65801 4.01478 0.0003
C -3.20871 1.37830 3.37285 -0.0001
C -1.98300 0.78579 3.10585 0.0004
N 1.35976 -0.85312 -1.97858 0.0125
N 0.18681 -0.13251 -2.11984 -0.0027
C -0.37179 -0.54321 -3.26652 0.0054
C 0.40685 -1.53020 -3.86039 0.0083
C 1.47868 -1.70458 -3.00858 0.0189
C 2.60380 -2.67879 -3.06126 0.0025
C -1.66131 -0.02646 -3.76219 0.0006
C -1.92206 1.33824 -3.81975 0.0011
C -3.15955 1.79664 -4.24936 0.0000
C -4.13961 0.88861 -4.63313 0.0011
C -3.86750 -0.47316 -4.61332 -0.0001
C -2.62906 -0.93326 -4.18567 0.0010
C 3.02904 2.54611 -0.60718 0.0002
C 3.60642 3.63786 0.03486 -0.0001
C 3.35446 4.92728 -0.41063 0.0000
C 2.52856 5.13806 -1.50630 -0.0001
C 1.96157 4.05180 -2.16172 0.0000
C 2.21818 2.75968 -1.71982 0.0000
H 6.34478 -1.46758 0.55310 0.0000
H 5.15626 -2.30154 1.56564 0.0000
H 5.21027 -2.61792 -0.16394 0.0000
H 5.54221 1.04739 -0.26758 0.0005
H 2.66542 -3.09003 0.72257 0.0020
H -0.14391 -2.52459 4.90901 0.0003
H 2.40164 -3.71836 4.63450 0.0000
H 2.04794 -4.54494 3.11193 0.0001
H 3.29902 -3.30632 3.15928 0.0001
H -2.55410 -2.26648 4.43682 0.0000
H -4.72980 -1.21596 4.92306 0.0000
H -5.16791 1.11613 4.21620 0.0000
H -3.37740 2.40964 3.08871 0.0000
H -1.19704 1.35612 2.63638 0.0000
H 0.19032 -2.06649 -4.77044 0.0002
H 2.41208 -3.43717 -3.81683 0.0001
H 3.54190 -2.17118 -3.29333 0.0009
H 2.70964 -3.16987 -2.09354 0.0009
H -1.14106 2.03863 -3.54420 0.0001
H -3.35701 2.86038 -4.29076 0.0000
H -5.11135 1.24386 -4.95282 0.0001
H -4.61859 -1.18571 -4.92976 -0.0001
H -2.42706 -1.99907 -4.15337 -0.0004
H 4.24062 3.47000 0.89704 0.0000
H 3.80134 5.77027 0.10122 0.0000
H 2.33521 6.14397 -1.85653 0.0000
H 1.33218 4.20889 -3.02934 0.0000
H 1.82022 1.90624 -2.25794 0.0000
N 0.02556 1.73044 0.41541 0.0211
C 0.56966 2.60246 1.44855 0.0024
C 1.28124 2.08479 2.51855 0.0000
C 1.77296 2.93833 3.49960 0.0000
C 1.55852 4.30707 3.41544 0.0000
C 0.84276 4.82352 2.34310 0.0002
C 0.34985 3.97248 1.36554 0.0009
H -0.97802 1.88427 0.40823 0.0001
H 0.36200 2.09446 -0.47508 0.0002
H 1.45489 1.02114 2.58910 -0.0001
H 2.32222 2.52377 4.33552 0.0000
H 1.94471 4.96768 4.18106 0.0000
H 0.66806 5.88926 2.26566 0.0000
H -0.20328 4.37509 0.52343 0.0001
N -9.60165 -4.59341 0.95258 0.0000
C -8.63575 -3.97712 0.87380 0.0000
C -7.44039 -3.16909 0.76296 0.0001
C -7.56620 -1.79071 0.60480 0.0001
C -6.43704 -1.00795 0.44644 0.0000
C -5.18803 -1.60858 0.45363 0.0002
C -5.05077 -2.97188 0.64027 0.0011
C -6.18198 -3.75746 0.78972 0.0003
N -4.02360 -0.80923 0.21402 0.0018
C -3.91974 0.25046 -0.67155 0.0014
C -2.60133 0.56055 -0.71507 0.0005
N -1.89565 -0.27524 0.13000 0.0061
C -2.78944 -1.07834 0.65795 0.0061
H -8.54793 -1.33687 0.60894 0.0000
H -6.52634 0.06465 0.33344 0.0000
H -4.08318 -3.45979 0.62258 0.0008
H -6.06540 -4.82868 0.89240 -0.0004
H -4.75559 0.64528 -1.22042 0.0001
H -2.11871 1.30549 -1.32018 0.0000
H -2.58977 -1.83765 1.39247 0.0001
Se -2.20079 -5.60712 -3.96052 0.3036
Sb -2.26710 -5.09733 -1.60907 0.2454
Se -0.71927 -2.75543 -0.68568 0.1384
Se -3.45705 -6.52134 -0.05244 0.3041
Se 0.24837 -4.86637 -0.72505 0.1158
```

Properties
ΔE to the lowest compared entry with this formula, charge and spin = 0.0 kJ/mol
Multiplicity = 3
E = -12263.67118 hartree


Record 2
Computed, not measured: C46H42BrN4P2S2Se3TeY as an isolated structure, with ωB97M-V/def2-TZVPD.

The geometry in XYZ format:
```
102
Properties=species:S:1:pos:R:3:lowdin_spin:R:1
Y 1.48752 -1.13525 0.47588 0.0099
C -0.65361 7.28894 -2.06886 0.0000
S 0.86547 6.67272 -1.32273 0.0000
C 0.24781 5.07519 -0.73869 0.0000
C 1.36296 4.24537 -0.12493 0.0001
C 0.84837 2.83747 0.20770 0.0005
N 0.32220 2.13129 -0.95182 0.0054
P 1.28187 0.90794 -1.42926 0.0015
C 2.85013 1.63332 -2.11996 -0.0001
C 4.10884 1.12703 -1.80874 0.0001
C 5.26548 1.75400 -2.26251 0.0000
C 5.17701 2.90836 -3.02392 0.0000
C 3.92760 3.44708 -3.31107 0.0000
C 2.78136 2.82033 -2.85130 0.0001
C 0.47823 0.18626 -2.91826 0.0000
C -0.39072 -0.88574 -2.73391 0.0004
C -1.02344 -1.50358 -3.80311 0.0000
C -0.78946 -1.05689 -5.09345 0.0000
C 0.08390 0.00358 -5.30073 0.0000
C 0.71526 0.61274 -4.22619 0.0000
P -1.48657 0.03380 1.11395 0.0443
C -2.01029 1.62729 1.90923 0.0085
C -2.34236 2.69364 1.07003 0.0006
C -2.72592 3.91923 1.58753 0.0001
C -2.78904 4.10910 2.96254 -0.0004
C -2.46335 3.05848 3.80409 0.0002
C -2.07090 1.82916 3.28459 0.0013
C -2.82667 -0.04371 -0.16680 0.0065
C -2.60975 0.57554 -1.39641 0.0004
C -3.60509 0.60070 -2.36342 0.0000
C -4.83580 0.01034 -2.11478 0.0001
C -5.06980 -0.58364 -0.88063 0.0004
C -4.07762 -0.60297 0.08819 0.0030
H -0.45294 8.27530 -2.48386 0.0000
H -1.44815 7.37853 -1.32779 0.0000
H -0.98448 6.62967 -2.87127 0.0000
H -0.17670 4.52525 -1.58073 0.0000
H -0.54460 5.24638 -0.00461 0.0000
H 1.72887 4.72495 0.78985 0.0000
H 2.20220 4.18562 -0.82178 0.0000
H 0.05824 2.96707 0.95736 0.0000
H 1.66524 2.30876 0.73334 0.0001
H 4.19754 0.24559 -1.18444 0.0001
H 6.23495 1.34175 -2.01067 0.0000
H 6.07532 3.40001 -3.37578 0.0000
H 3.84981 4.36947 -3.87381 0.0000
H 1.80849 3.27030 -3.02046 0.0000
H -0.60331 -1.26818 -1.73549 0.0005
H -1.68953 -2.33608 -3.61779 0.0000
H -1.27343 -1.53642 -5.93505 0.0000
H 0.28607 0.35220 -6.30582 0.0000
H 1.40640 1.41945 -4.41922 0.0000
H -2.26798 2.58302 -0.00581 0.0000
H -2.97059 4.72824 0.91099 0.0001
H -3.09410 5.06530 3.36960 0.0000
H -2.51520 3.18380 4.87846 0.0000
H -1.84632 1.01144 3.95424 0.0028
H -1.64728 1.04681 -1.58853 0.0000
H -3.40815 1.08056 -3.31402 0.0000
H -5.60919 0.01469 -2.87261 0.0000
H -6.03021 -1.03397 -0.66388 0.0001
H -4.29654 -1.04214 1.05200 0.0019
Se 4.04671 -2.46151 0.03526 0.0011
Se 3.12653 -2.18964 -2.09410 0.0012
Te 1.62155 -4.21103 -2.19663 -0.0009
Se 0.33824 -3.70423 -0.10857 0.0026
Br 1.13174 0.82835 3.56865 0.0016
C 1.43759 -0.99434 3.92746 0.0067
C 1.48316 -1.41979 5.24647 0.0081
C 1.71743 -2.75917 5.47806 0.0089
C 1.89703 -3.61836 4.40283 0.0028
C 1.84116 -3.10108 3.12751 0.0026
N 1.62301 -1.79335 2.88977 0.0072
H 1.29952 -0.71674 6.04392 0.0001
H 1.74371 -3.13478 6.49256 0.0002
H 2.06776 -4.67551 4.54155 0.0001
H 1.96190 -3.72069 2.24640 0.0001
N -4.79454 -9.14848 -2.11208 0.0218
C -4.43172 -8.19829 -1.57470 0.0075
C -3.97983 -7.00870 -0.89768 0.0431
C -3.66267 -5.86339 -1.62776 -0.0041
C -3.23569 -4.72406 -0.97966 0.0390
C -3.12069 -4.69411 0.42005 0.0157
C -3.43743 -5.85796 1.14208 0.0390
C -3.86052 -6.99786 0.49288 -0.0042
C -2.69262 -3.52254 1.08057 0.1137
C -2.33481 -2.51155 1.65590 0.0241
H -3.74832 -5.87743 -2.70643 -0.0012
H -2.97173 -3.83736 -1.53976 0.0021
H -3.34070 -5.84312 2.21889 0.0017
H -4.10578 -7.88900 1.05551 -0.0012
S -1.62535 -1.42044 3.97059 0.3148
C -1.91540 -1.34182 2.27977 0.2563
C 5.40279 -1.47029 3.52003 0.0001
C 5.63004 -0.16227 2.75580 0.0000
C 4.40811 0.21219 2.04552 0.0002
N 3.41476 0.39621 1.50683 0.0002
H 6.32883 -1.77733 4.00322 0.0000
H 5.08843 -2.26096 2.83927 0.0000
H 4.63412 -1.34856 4.28374 0.0001
H 6.42279 -0.26859 2.01413 0.0000
H 5.90279 0.65309 3.42747 0.0000
```

Properties
ΔE to the lowest compared entry with this formula, charge and spin = 142.1 kJ/mol
Multiplicity = 2
Net charge = -1
E = -13561.00427 hartree